11
Properties=species:S:1:pos:R:3:lowdin_charge:R:1 method="wB97M-V/def2-TZVPD" total_energy_ha=-1101.52884 relative_energy_kj_mol=149.5 homo_lumo_gap_ev=7.3005
C 0.36 -1.09 0.41 -0.0309
C 1.22 0.93 -0.15 -0.4899
N 0.70 0.06 0.64 -0.0751
O -1.79 1.15 -0.85 -0.9458
I 1.40 0.13 -2.39 0.5427
I -3.14 3.97 -2.83 0.0977
I -1.21 2.08 -2.38 0.7747
H -0.04 -1.78 1.19 0.1114
H 0.49 -1.47 -0.49 -0.0527
H 2.23 1.42 0.09 0.1039
H 0.46 1.72 -0.52 -0.0362

***

17
Properties=species:S:1:pos:R:3:lowdin_charge:R:1 method="wB97M-V/def2-TZVPD" total_energy_ha=-744.18213 smiles="O=CCCS.O.O" relative_energy_kj_mol=52.0 homo_lumo_gap_ev=10.0553
O 1.18 -1.09 -2.43 0.0474
C 0.28 -1.06 -1.64 -0.3082
C 0.32 -0.66 -0.19 -0.2176
C -0.84 0.22 0.25 -0.5470
S -0.56 1.27 1.73 0.7083
H -0.66 -1.49 -2.01 0.1252
H 0.23 -1.63 0.32 0.1200
H 1.32 -0.27 0.02 0.1121
H -1.71 -0.42 0.41 0.0779
H -1.15 0.82 -0.59 0.0334
H 0.79 1.13 1.78 -0.1341
H -0.42 1.02 -3.59 0.0299
H -1.02 2.14 -2.83 0.0491
O -1.00 1.18 -2.87 -0.0288
H 1.85 -1.34 3.68 0.0367
H 0.59 -0.64 3.18 -0.0304
O 1.16 -1.40 3.02 -0.0738